# 1
79
Properties=species:S:1:pos:R:3 method="wB97M-V/def2-TZVPD" max_force_ev_per_a=4.4 lumo_ha=-0.153 orbital_gap_ev=4.952 relative_energy_kcal_mol=38.83 charge=+1 e_homo_ev=-9.1
H -3.41166 2.75777 -0.08732
Cl -0.03884 2.06576 4.68484
H -2.90994 -2.24401 -1.57744
C -0.27998 -0.98813 2.35614
H 3.89962 6.18355 -1.21362
C 3.78897 1.20504 3.84790
C 2.37667 1.16741 3.77437
H 2.65660 4.81233 -4.16096
N 1.70943 0.39749 2.80889
C -2.21767 -4.45781 -0.74483
C 0.89883 -0.69843 3.10385
H 4.33667 3.71478 6.05341
H -1.78065 -2.51374 1.93863
O -0.15901 4.79289 -1.27621
C 1.33364 -1.62403 4.14560
C 2.85116 5.99550 -1.40871
O 2.20522 2.76394 -0.16878
H -1.96462 -8.77209 -0.78756
C -0.75231 -0.50675 -0.10065
O 0.10446 0.08777 -0.91324
C -0.90492 -2.23820 2.56686
H 5.59472 1.97318 4.67954
H -3.37447 -5.08671 -3.93263
C 4.48360 2.12246 4.66953
H 2.40028 6.84620 -1.91626
H -0.17838 5.76094 -3.90951
H 2.39678 5.96768 -0.42220
H 2.04915 0.44840 1.86915
H -1.91302 0.04565 1.54504
Cl 4.62414 -0.03196 3.01917
C -4.17217 0.80453 -0.47233
O 4.03792 2.40325 -2.11238
H -2.29089 -3.61939 -0.08982
N -2.62532 2.02236 -1.86675
C 2.57217 4.70408 -2.10317
C -1.16108 -8.06048 -0.99748
O 0.74025 5.37597 -3.77728
H -2.05639 1.08626 -3.70194
C 1.67431 2.04719 4.63688
C -2.66404 1.03132 -2.77586
C -3.51334 -0.06163 -2.59560
N 3.34246 4.74861 -3.44599
H -4.94245 -1.08976 -1.26003
C 3.77361 3.03482 5.41977
C -0.51319 -3.07663 3.60195
P 3.31910 3.31475 -1.14425
O -3.72156 -3.09961 -4.56073
H -1.24386 -5.77889 0.58398
H 4.02517 5.48859 -3.52372
C 0.65573 -2.82611 4.29579
C -3.38830 1.90526 -0.77603
H 1.03742 -3.59955 5.00898
H 3.85810 3.76648 -3.49908
N -3.67940 -1.05325 -3.60247
Bi 0.00785 2.36063 -0.70170
O -1.53086 -1.41928 -0.46706
C -1.67061 -6.70984 -1.36299
C 2.34664 3.02715 5.39788
C -2.87470 -5.28689 -2.95054
H -1.02258 -4.06260 3.77530
H 2.20356 -1.41590 4.77361
C -1.66063 -5.66755 -0.43590
H -0.51126 -8.01222 -0.08653
C -3.57020 -2.44381 -3.51205
C -4.28311 -0.20922 -1.40001
O 0.57240 2.98950 -2.85197
C -0.84766 -0.04152 1.34756
H 1.69986 3.69193 5.97562
H 5.15345 3.74287 -0.05416
H -3.65459 -0.77993 -4.57515
H -0.54358 -8.49694 -1.86173
H -2.32955 -7.36278 -3.28556
C -2.28126 -6.52840 -2.61506
N -3.22087 -2.93376 -2.25848
H -0.40335 0.95392 1.56204
O 4.26636 4.15042 -0.12481
H -4.73213 0.77019 0.48877
P 0.83485 4.47858 -2.44448
C -2.83678 -4.20961 -2.01808


# 2
62
Properties=species:S:1:pos:R:3 method="wB97M-V/def2-TZVPD" max_force_ev_per_a=0.8 lumo_ha=0.148 orbital_gap_ev=4.753 relative_energy_kcal_mol=32.90 charge=-2 e_homo_ev=-0.7
C -3.22629 -1.77024 -1.87781
C -4.86362 1.59704 -1.23867
C -4.52532 0.39204 -1.82351
N 1.28202 0.09115 -0.83309
C 0.81238 -3.60999 1.08202
O 1.19416 -4.73154 1.43878
H 3.90684 -1.59370 3.88847
Ca -0.60538 -1.13387 -0.08762
C 1.06347 -0.11074 2.59901
C 2.26515 -0.34452 3.46168
H 2.54174 0.40139 4.19693
C -3.20089 1.18015 0.40096
H 3.35115 3.23051 -0.80922
C 3.40868 0.57743 0.22290
C 0.19681 3.65763 -1.48665
H -0.50926 5.90908 0.60896
C 1.86352 4.82907 -0.52327
C -4.19570 2.00225 -0.09273
N 0.53106 -1.31482 2.00929
H -4.41737 2.94208 0.39419
H 0.24701 1.38507 1.19844
H 3.91133 3.00145 2.54955
N 0.51196 4.82611 -0.85549
H -1.41331 5.51771 -0.87479
C -0.25180 -5.51009 -1.00911
O -4.06090 -2.16702 -2.71066
C -0.63592 -4.17930 -0.81827
N 1.35217 2.95421 -1.53588
C 2.60938 -2.47820 2.38440
C 1.27141 1.07939 1.44669
H -0.18015 6.80111 -0.89740
C -1.72733 -3.66698 -1.62509
H 1.48705 2.86172 2.75005
N -2.86697 0.02060 -0.16160
Cl -2.69742 -6.81323 -3.93114
H 3.92485 -0.02769 -0.51448
C 1.34326 -2.36999 1.84500
H 2.31530 5.64196 0.01603
C -0.86936 -6.31581 -1.95610
H -5.63844 2.21835 -1.67212
H -5.02098 0.00657 -2.70268
C 3.00991 -1.45576 3.28861
C 3.35421 2.26040 1.98435
C -1.89563 -5.82089 -2.73362
N -0.02590 -3.32062 0.06838
Cl -0.31816 -7.96793 -2.13323
H 0.26742 0.35249 3.20009
H 5.15609 1.43420 1.04613
H -3.13423 -4.12235 -3.15850
C 1.91793 0.53834 0.16331
C -0.44880 5.82935 -0.47818
C -3.51156 -0.38038 -1.26404
C -2.32011 -4.50691 -2.56402
C 2.01971 2.18146 2.08901
H -2.63658 1.46199 1.28382
S -1.26744 3.19019 -2.14326
H 1.34249 1.94415 -1.71006
C 4.07025 1.39067 1.06329
H 0.53998 -5.90447 -0.39040
C 2.37311 3.65572 -0.93564
H 3.16819 -3.39227 2.25735
N -2.14511 -2.35369 -1.38934


# 3
68
Properties=species:S:1:pos:R:3 method="wB97M-V/def2-TZVPD" max_force_ev_per_a=1.3 lumo_ha=-0.110 orbital_gap_ev=8.039 charge=+1 e_homo_ev=-11.0
H 2.61098 -1.38257 -2.25623
H 3.70330 0.52781 2.17536
H 0.89890 4.00203 6.74149
C 1.49794 -0.68112 0.18930
H 4.15694 -1.59277 3.59632
C 0.41407 1.27576 4.00875
C 0.59614 -2.62195 -0.99743
H 3.15205 -0.33645 4.29572
H -2.28331 1.17015 -4.93729
H 3.27010 2.02174 0.78340
O 2.50330 -3.65671 1.44649
H 1.45225 0.08044 -4.57774
N -4.04804 -0.67405 -2.71469
H 3.43633 0.13745 -0.45220
H 0.35558 1.30214 1.32503
O 1.92913 1.49385 -0.69396
H -4.25073 -1.94014 -5.19482
O 1.01241 -3.24125 -1.93642
O -5.38881 -0.29644 -5.24214
C 3.19612 -0.43428 2.12928
C 0.78970 3.05795 6.21404
H -5.32853 1.76766 -4.94483
C 0.33058 -2.98098 2.07571
H 0.90253 0.85678 4.89312
H -1.04564 -1.83006 0.15848
H 0.66935 -3.09862 3.10568
O -0.81524 4.32105 4.97689
H 1.86229 3.06968 0.59441
H 0.49969 2.26363 6.90182
H -2.43176 -1.17920 -3.92383
H -6.46601 1.15981 -6.15255
C -3.28272 -0.48857 -3.95140
C 2.38804 0.15080 -0.76094
N 1.59725 -2.11885 -0.01392
O 1.09665 0.67729 -3.89912
H -4.91586 -0.15509 -2.81852
H 1.15058 -0.64712 2.28086
H -1.32938 -1.80947 -1.55720
C -4.09557 -0.85790 -5.19892
H -1.95623 1.04420 -3.21249
H -0.22182 -3.89374 1.83884
C 2.34359 -0.32617 -2.19973
H 1.20668 2.92380 2.89998
H 0.47513 -0.33520 -0.00519
H -0.12714 0.44496 3.54403
H -4.73285 1.20160 -6.52781
C 1.45552 1.86847 3.04166
H 3.08556 0.24246 -2.76160
C -5.46835 1.02816 -5.73690
C -0.24058 3.28020 5.14194
H -0.34196 -2.13299 1.96673
H -4.34400 -1.64379 -2.64359
C 3.19847 -1.08008 3.50269
C -2.72785 0.93056 -3.97048
N 1.78223 -0.21333 1.60663
C 1.55988 -2.96033 1.18855
H -3.54167 -0.61219 -6.11466
H 2.46351 1.86140 3.46313
H 2.42617 -1.83952 3.60913
O -0.58557 2.21140 4.34463
H 1.76401 2.80809 5.78814
O 1.04621 -0.13915 -2.72976
C 1.40268 1.27778 1.63918
C 2.19170 2.03207 0.58353
C -0.87509 -2.39576 -0.75776
H -3.50390 1.66597 -3.75763
H -1.38491 -3.35046 -0.63325
F 3.85999 -1.21085 1.22405


# 4
43
Properties=species:S:1:pos:R:3 method="wB97M-V/def2-TZVPD" max_force_ev_per_a=5.5 lumo_ha=-0.054 orbital_gap_ev=7.787 relative_energy_kcal_mol=50.37 e_homo_ev=-9.2
C 0.69546 -0.41349 -0.01846
H -4.84702 5.97742 0.80170
O -2.66550 0.86299 1.99727
O -0.39040 -1.94071 -3.68806
C 5.06525 -5.84921 -2.30004
O -3.24928 5.28993 -0.96968
C -5.05106 5.17180 2.77314
C -4.84629 4.12395 3.70699
H -5.37688 4.18542 4.64788
H -3.99462 2.22924 3.84431
C 2.86320 -1.33725 -0.44246
H 3.92979 -1.40947 -0.21532
C 0.24400 -1.01459 -1.23156
H -5.60806 5.97414 3.15908
H 4.32872 -4.73416 -3.98732
Br 5.89345 -7.69531 -0.15590
H -0.81446 -0.82540 -1.63018
H -0.78331 3.34701 1.37354
C -3.56543 4.18806 1.04251
C 4.39979 -4.72300 -2.88623
C 3.88975 -3.75422 -1.96575
H 2.41267 -0.38420 1.43688
O 1.16176 -3.32206 -3.60426
C 2.44980 -1.95489 -1.62236
N -0.22123 0.36288 0.68942
C -0.00794 1.62109 1.03289
N -1.05002 2.39007 1.30752
O 3.43873 -2.58405 -2.49100
N 4.36868 -5.25660 -0.12176
C -3.23538 3.18101 2.01529
C -2.30880 2.04117 1.67921
H 5.57350 -6.56009 -2.90469
N 0.55665 -2.46029 -3.13092
C 1.02877 -1.79921 -1.99248
O -3.12768 3.12363 -0.93928
C 2.02556 -0.70621 0.43754
N 3.84204 -4.14112 -0.65295
O 1.03001 2.20768 0.95365
H -1.29414 0.21607 0.64567
C -4.50924 5.16495 1.46484
N -3.28629 4.18056 -0.37691
C -4.02302 3.10976 3.24728
C 5.05850 -6.08333 -0.92902